[1]
Entry from the OMol25 dataset: C39H55BF10N5O3PPd as an isolated structure (ωB97M-V/def2-TZVPD).

Values from the calculation:
Calculated total energy, a.u.: -3510.85571
LUMO energy (spin up / spin down), eV: -4.668 / -5.238
Spin multiplicity: 5
F_max, eV/Å: 3.313
Net charge: +2
Gap between HOMO and LUMO (spin up / spin down), hartree: 0.29121 / 0.28005

```
115
Properties=species:S:1:pos:R:3:lowdin_charge:R:1
Pd -6.686 -18.569 -6.548 1.16
F -7.542 -23.338 -1.584 0.06
C -8.246 -23.265 -2.757 -0.16
C -7.885 -22.367 -3.759 0.10
C -8.737 -22.124 -4.867 -0.06
C -8.351 -21.073 -5.775 -0.28
O -7.256 -20.486 -5.554 -0.07
C -9.348 -20.752 -6.766 -0.03
C -10.287 -21.683 -7.027 0.07
N -10.600 -22.738 -6.204 0.03
C -11.669 -23.640 -6.642 -0.24
C -13.041 -23.586 -6.046 -0.10
C -12.846 -23.140 -7.444 -0.08
C -9.867 -22.931 -5.022 -0.09
C -10.246 -23.816 -3.975 0.09
C -9.501 -23.909 -2.821 -0.18
N -10.013 -24.734 -1.772 -0.11
C -10.246 -23.967 -0.593 -0.15
C -10.296 -24.855 0.661 -0.03
N -10.965 -26.160 0.232 0.06
C -10.264 -26.928 -0.829 -0.10
C -9.397 -26.052 -1.686 -0.12
C -9.256 -19.643 -7.759 -0.60
O -9.923 -19.687 -8.756 0.10
O -8.486 -18.627 -7.490 -0.14
H -7.034 -21.709 -3.524 0.15
H -10.917 -21.481 -7.873 0.14
H -11.260 -24.627 -6.924 0.16
H -13.273 -22.910 -5.257 0.10
H -13.555 -24.572 -5.920 0.13
H -12.891 -22.124 -7.750 0.10
H -13.239 -23.825 -8.218 0.13
H -11.119 -24.461 -4.085 0.13
H -11.183 -23.434 -0.725 0.13
H -9.527 -23.170 -0.381 0.13
H -10.896 -24.539 1.540 0.15
H -9.327 -25.176 0.987 0.13
H -11.853 -25.911 -0.195 0.18
H -11.178 -26.764 1.006 0.18
H -11.073 -27.471 -1.381 0.16
H -9.653 -27.640 -0.325 0.13
H -9.277 -26.396 -2.704 0.15
H -8.429 -26.043 -1.188 0.13
C -2.277 -23.907 -6.961 -0.10
C -2.534 -22.535 -6.393 -0.66
C -3.950 -22.078 -6.995 -0.04
C -2.527 -22.580 -4.896 -0.08
P -1.350 -21.376 -7.216 1.32
C -1.281 -21.410 -8.972 -0.37
C -0.470 -22.298 -9.706 -0.07
C -0.578 -22.364 -11.115 -0.03
C -1.498 -21.523 -11.806 -0.07
C -2.158 -20.593 -11.100 -0.07
C -2.111 -20.568 -9.676 -0.06
C 0.378 -21.166 -6.576 -0.64
C 1.211 -22.450 -6.479 -0.07
C 0.998 -20.067 -7.474 -0.05
C 0.246 -20.746 -5.099 -0.09
H -2.899 -24.658 -6.449 0.11
H -1.214 -24.197 -6.777 0.09
H -2.441 -23.953 -8.015 0.07
H -4.761 -22.563 -6.455 0.09
H -3.901 -22.443 -7.983 0.06
H -4.057 -21.009 -6.812 0.05
H -3.494 -23.034 -4.569 0.10
H -2.468 -21.564 -4.489 0.07
H -1.686 -23.246 -4.570 0.10
H 0.283 -22.942 -9.225 0.11
H 0.019 -23.049 -11.724 0.11
H -1.544 -21.472 -12.890 0.12
H -2.751 -19.774 -11.597 0.14
H -2.634 -19.779 -9.182 0.09
H 1.577 -22.895 -7.356 0.05
H 0.579 -23.250 -6.087 0.07
H 2.151 -22.188 -5.981 0.11
H 1.220 -20.369 -8.451 0.06
H 1.953 -19.805 -6.979 0.11
H 0.387 -19.224 -7.528 0.06
H 0.242 -21.591 -4.374 0.09
H -0.572 -20.025 -4.885 0.09
H 1.241 -20.342 -4.873 0.09
F -4.396 -20.032 4.589 0.14
C -4.992 -19.390 3.577 -0.20
F -4.269 -18.559 2.885 0.18
C -5.854 -20.331 2.736 -0.55
F -6.557 -19.555 1.892 0.14
F -5.125 -21.254 1.973 0.10
F -6.603 -21.081 3.489 0.19
C -7.151 -15.821 -0.910 -0.06
C -7.402 -15.380 -2.324 -0.21
N -6.524 -16.138 -3.232 -0.07
C -5.162 -15.593 -3.360 -0.16
C -4.054 -16.613 -2.947 -0.08
C -7.033 -17.095 -4.009 -0.38
C -8.509 -17.445 -4.038 0.02
N -6.238 -17.840 -4.733 0.00
H -7.724 -15.162 -0.255 0.09
H -6.084 -15.810 -0.687 0.07
H -7.492 -16.848 -0.739 0.08
H -7.201 -14.293 -2.493 0.14
H -8.406 -15.516 -2.652 0.09
H -5.032 -14.715 -2.725 0.12
H -4.984 -15.310 -4.443 0.15
H -4.087 -16.704 -1.838 0.08
H -3.073 -16.344 -3.241 0.06
H -4.189 -17.651 -3.332 0.07
H -9.171 -16.570 -4.189 0.11
H -8.627 -17.772 -2.999 0.10
H -8.719 -18.235 -4.707 0.04
H -5.209 -17.687 -4.755 0.04
F -2.878 -19.658 -5.827 0.05
B -3.232 -18.468 -6.531 -1.23
F -2.241 -18.090 -7.398 0.17
F -4.465 -18.725 -7.205 0.03
F -3.397 -17.441 -5.556 0.09
```



[2]
Entry from the OMol25 dataset: C39H55Cl5N2O2SSeSiTi as an isolated structure (ωB97M-V/def2-TZVPD).

Values from the calculation:
Energy above the lowest of the compared OMol25 structures with the same formula, charge and spin, kcal per mole: 18.6
Calculated total energy, a.u.: -8018.82680
LUMO energy (spin up / spin down), eV: 3.886 / 3.884
Spin multiplicity: 3
F_max, eV/Å: 0.484
Net charge: -2
Gap between HOMO and LUMO (spin up / spin down), hartree: 0.14386 / 0.22839

```
107
Properties=species:S:1:pos:R:3:lowdin_charge:R:1
Ti -1.711 -1.367 -0.528 0.66
C 3.059 1.730 4.734 -0.07
C 1.735 2.487 4.624 -0.56
C 1.133 2.601 6.032 -0.06
C 2.039 3.896 4.095 -0.06
C 0.753 1.786 3.687 -0.19
C 1.036 0.599 3.026 -0.08
C 0.126 0.040 2.146 -0.39
Se 0.515 -1.638 1.308 1.12
C 1.760 -1.096 -0.054 -0.38
C 3.071 -0.827 0.294 -0.09
C 3.999 -0.405 -0.649 -0.19
C 3.539 -0.271 -1.958 0.01
C 2.235 -0.538 -2.363 -0.08
C 1.295 -0.996 -1.390 -0.36
O 0.065 -1.292 -1.700 -0.26
C 1.801 -0.282 -3.811 -0.53
C 2.946 0.262 -4.674 -0.09
C 0.675 0.760 -3.832 -0.05
C 1.300 -1.568 -4.480 -0.04
C 5.430 -0.082 -0.222 -0.56
C 5.414 1.062 0.803 -0.05
C 6.078 -1.316 0.421 -0.06
C 6.306 0.351 -1.400 -0.08
C -1.137 0.624 1.857 -0.37
O -1.921 0.110 0.969 -0.25
C -1.477 1.788 2.623 -0.08
C -0.513 2.326 3.464 -0.02
C -2.833 2.515 2.566 -0.53
C -3.361 2.721 3.996 -0.07
C -3.933 1.769 1.804 -0.07
C -2.644 3.887 1.903 -0.05
H 3.736 2.266 5.406 0.08
H 3.548 1.641 3.761 0.07
H 2.913 0.724 5.133 0.08
H 1.823 3.118 6.708 0.07
H 0.926 1.609 6.439 0.09
H 0.193 3.155 6.016 0.07
H 2.736 4.418 4.759 0.07
H 1.128 4.493 4.019 0.07
H 2.482 3.840 3.099 0.09
H 1.976 0.083 3.180 0.08
H 3.355 -0.945 1.335 0.09
H 4.236 0.071 -2.708 0.07
H 3.339 1.205 -4.286 0.08
H 2.565 0.448 -5.681 0.08
H 3.772 -0.450 -4.757 0.08
H 1.020 1.710 -3.416 0.09
H -0.178 0.414 -3.252 0.05
H 0.344 0.935 -4.861 0.08
H 2.043 -2.367 -4.405 0.09
H 1.102 -1.381 -5.541 0.08
H 0.375 -1.910 -4.030 0.06
H 4.828 0.791 1.683 0.06
H 4.961 1.957 0.371 0.09
H 6.430 1.306 1.130 0.08
H 5.512 -1.653 1.290 0.07
H 7.099 -1.090 0.747 0.07
H 6.116 -2.143 -0.292 0.09
H 5.925 1.259 -1.872 0.08
H 6.366 -0.429 -2.163 0.08
H 7.320 0.556 -1.044 0.08
H -0.770 3.239 3.993 0.09
H -3.498 1.758 4.493 0.09
H -4.330 3.229 3.959 0.07
H -2.693 3.325 4.613 0.06
H -4.080 0.760 2.187 0.08
H -3.705 1.679 0.747 0.05
H -4.870 2.329 1.914 0.08
H -1.924 4.500 2.453 0.07
H -3.597 4.426 1.867 0.08
H -2.279 3.769 0.881 0.07
Cl -0.348 -4.902 0.564 0.63
C -2.096 -4.643 0.487 -0.68
C -2.574 -3.356 0.266 -0.23
C -3.966 -3.276 0.402 -0.67
Cl -4.661 -1.671 0.311 0.71
C -4.819 -4.346 0.613 -0.71
Cl -6.535 -4.127 0.732 0.63
C -4.279 -5.628 0.735 -0.72
Cl -5.306 -7.001 0.971 0.61
C -2.899 -5.766 0.690 -0.71
Cl -2.210 -7.361 0.869 0.61
N -1.380 -6.149 -2.459 0.06
C -1.456 -4.864 -2.924 -1.01
N -0.426 -4.079 -2.589 0.10
S -2.739 -4.373 -3.887 0.52
H -0.887 -6.309 -1.592 0.03
H -2.237 -6.664 -2.567 0.07
H 0.210 -4.394 -1.873 0.05
H -0.499 -3.071 -2.636 0.04
C -2.118 2.231 -1.731 -0.18
Si -3.256 1.001 -2.613 0.37
C -5.005 1.277 -1.934 -0.20
C -3.322 1.645 -4.408 -0.20
C -2.777 -0.749 -2.429 -0.37
H -2.531 3.246 -1.762 0.02
H -1.131 2.254 -2.202 0.01
H -1.970 1.938 -0.689 0.00
H -5.095 0.946 -0.897 -0.02
H -5.722 0.698 -2.524 0.02
H -5.294 2.333 -1.978 0.02
H -3.619 2.700 -4.457 0.01
H -4.029 1.060 -5.004 0.01
H -2.338 1.549 -4.879 0.00
H -2.047 -1.057 -3.191 -0.03
H -3.668 -1.371 -2.585 -0.03
```



[3]
Entry from the OMol25 dataset: C39H56B2CdF2N7O6P2S2 as an isolated structure (ωB97M-V/def2-TZVPD).

Values from the calculation:
Energy above the lowest of the compared OMol25 structures with the same formula, charge and spin, kcal per mole: 0.0
Calculated total energy, a.u.: -4251.07298
LUMO energy, eV: 1.873
F_max, eV/Å: 1.828
Net charge: -1
Gap between HOMO and LUMO, hartree: 0.20771

```
117
Properties=species:S:1:pos:R:3:lowdin_charge:R:1
Cd 0.427 -0.192 0.077 1.27
C -1.546 3.288 1.124 -0.23
P -1.603 1.591 0.448 0.99
C -2.254 1.986 -1.290 -0.46
N -3.241 3.034 -1.229 0.04
C -3.485 3.707 -2.337 -0.27
C -4.644 4.531 -2.465 -0.04
C -4.913 5.187 -3.636 -0.13
C -4.028 5.135 -4.732 -0.14
C -2.842 4.451 -4.603 -0.06
C -2.549 3.747 -3.429 -0.23
N -1.286 3.277 -3.188 0.11
C -1.055 2.473 -2.210 -0.41
P 0.712 2.091 -1.839 0.97
C 1.407 3.806 -1.852 -0.27
C 1.403 1.444 -3.495 -0.70
C 2.764 0.831 -3.133 -0.12
C 0.497 0.342 -4.047 -0.08
C 1.589 2.525 -4.561 -0.10
C -3.046 0.778 1.370 -0.68
C -3.247 -0.621 0.774 -0.09
C -4.367 1.548 1.319 -0.08
C -2.584 0.601 2.823 -0.12
H -2.471 3.801 0.870 0.04
H -0.705 3.816 0.671 0.03
H -1.389 3.226 2.201 0.02
H -5.335 4.554 -1.631 0.10
H -5.827 5.765 -3.727 0.09
H -4.268 5.651 -5.653 0.08
H -2.120 4.429 -5.412 0.10
H 0.930 4.379 -2.644 0.03
H 2.489 3.781 -1.993 0.03
H 1.198 4.279 -0.890 0.02
H 2.631 0.013 -2.420 0.04
H 3.432 1.571 -2.680 0.07
H 3.252 0.436 -4.029 0.09
H 0.445 -0.506 -3.366 0.05
H 0.892 -0.010 -5.005 0.09
H -0.513 0.711 -4.225 0.08
H 2.411 3.199 -4.315 0.07
H 0.674 3.103 -4.680 0.06
H 1.820 2.049 -5.519 0.08
H -3.661 -0.572 -0.234 0.08
H -3.946 -1.191 1.390 0.09
H -2.307 -1.181 0.734 0.05
H -4.556 1.934 0.320 0.06
H -4.351 2.396 2.007 0.08
H -5.186 0.884 1.613 0.08
H -1.602 0.123 2.857 0.03
H -3.295 -0.036 3.356 0.08
H -2.525 1.559 3.346 0.07
N 5.247 -2.281 -0.275 0.19
C 5.909 -1.142 0.053 -0.49
O 7.126 -1.083 0.099 0.05
C 5.053 0.057 0.320 -0.11
C 5.636 1.319 0.360 0.00
C 4.834 2.428 0.579 -0.05
C 3.465 2.239 0.720 -0.15
N 2.904 1.037 0.697 0.03
C 3.685 -0.023 0.534 -0.10
H 5.798 -3.113 -0.386 0.11
H 4.243 -2.374 -0.221 0.06
H 6.705 1.406 0.221 0.12
H 5.261 3.420 0.631 0.10
H 2.787 3.077 0.850 0.10
H 3.170 -0.977 0.595 0.08
C 1.591 3.016 5.528 -0.10
N 1.398 2.692 4.132 0.01
C 0.932 1.484 3.673 -0.62
N 0.900 0.478 4.585 0.18
O 0.533 1.383 2.512 -0.11
H 1.761 4.086 5.624 0.08
H 2.466 2.503 5.937 0.08
H 0.721 2.748 6.134 0.08
H 1.256 3.445 3.482 0.13
H 1.535 0.499 5.365 0.09
H 0.682 -0.448 4.199 0.00
O -2.703 -6.299 2.975 -0.32
S -2.996 -4.945 2.582 0.62
O -4.094 -4.762 1.670 -0.31
N -1.645 -4.191 2.044 -0.10
C -1.270 -3.230 2.848 -0.84
S 0.152 -2.333 2.664 0.60
C -2.186 -2.995 4.007 -0.24
C -2.104 -2.024 4.992 -0.05
C -3.050 -2.035 6.009 -0.08
C -4.055 -2.996 6.045 -0.08
C -4.152 -3.953 5.042 -0.04
C -3.214 -3.922 4.034 -0.21
H -1.319 -1.281 4.959 0.08
H -2.999 -1.284 6.789 0.10
H -4.770 -2.997 6.858 0.10
H -4.939 -4.696 5.044 0.12
C 3.437 -4.746 -1.040 -0.02
C 2.076 -4.072 -1.012 -0.47
C 1.088 -4.947 -0.248 -0.01
O 2.171 -2.820 -0.294 -0.03
B 1.235 -1.950 -0.832 -0.75
O 0.814 -2.409 -2.056 0.02
C 1.518 -3.618 -2.394 -0.47
C 0.552 -4.595 -3.043 0.00
C 2.618 -3.242 -3.386 -0.01
H 3.729 -4.974 -0.014 0.10
H 4.203 -4.113 -1.489 0.06
H 3.377 -5.680 -1.601 0.10
H 1.433 -5.067 0.778 0.10
H 0.986 -5.931 -0.707 0.09
H 0.112 -4.470 -0.186 0.08
H -0.347 -4.708 -2.441 0.09
H 1.025 -5.571 -3.169 0.09
H 0.261 -4.216 -4.023 0.09
H 3.336 -2.555 -2.933 0.09
H 2.164 -2.738 -4.240 0.09
H 3.141 -4.132 -3.738 0.09
F -1.721 -0.396 -1.888 0.14
B -2.472 0.700 -2.141 -0.75
F -3.212 0.598 -3.241 0.25
```



[4]
Entry from the OMol25 dataset: C39H57F7InN2O21 as an isolated structure (ωB97M-V/def2-TZVPD).

Values from the calculation:
Calculated total energy, a.u.: -4098.59659
LUMO energy, eV: 1.190
F_max, eV/Å: 6.570
Net charge: -1
Gap between HOMO and LUMO, hartree: 0.19049

```
127
Properties=species:S:1:pos:R:3:lowdin_charge:R:1
N 11.030 -1.549 -3.282 -0.07
C 10.171 -2.767 -2.912 -0.38
C 9.568 -2.709 -1.386 -0.36
In 7.421 -2.007 -1.232 0.35
C 7.011 -0.027 -2.324 -0.36
C 5.499 0.442 -1.801 -0.33
C 4.943 1.800 -2.532 -0.22
C 3.305 1.640 -2.650 -0.23
C 2.526 2.005 -1.215 -0.20
C 1.018 2.547 -1.693 -0.22
C 0.360 1.295 -2.547 -0.22
C -1.274 1.513 -2.497 -0.22
C -1.903 0.740 -3.800 -0.20
C -2.873 -0.489 -3.223 -0.21
C -4.186 -0.730 -4.212 -0.19
C -4.976 -2.146 -3.919 -0.17
N -5.796 -2.131 -2.621 -0.17
C -6.640 -3.343 -2.272 -0.08
C -7.355 -3.059 -0.824 -0.09
C -6.902 -1.555 -0.320 -0.06
C -5.933 -1.070 -1.551 -0.07
H 11.146 -0.943 -2.440 0.03
H 10.591 -1.019 -4.087 0.06
H 9.364 -2.971 -3.748 0.10
H 10.909 -3.701 -2.943 0.08
H 9.641 -3.816 -0.948 0.03
H 10.245 -2.034 -0.704 0.01
H 7.126 -1.644 0.532 -0.13
H 6.189 -3.207 -1.752 -0.14
H 7.060 -0.129 -3.495 0.02
H 7.769 0.798 -1.980 0.01
H 4.809 -0.512 -1.991 0.09
H 5.535 0.602 -0.642 0.09
H 5.375 1.990 -3.607 0.11
H 5.208 2.735 -1.843 0.11
H 3.017 0.502 -2.861 0.11
H 2.824 2.306 -3.487 0.09
H 3.106 2.835 -0.619 0.10
H 2.409 1.004 -0.577 0.11
H 0.393 2.640 -0.694 0.11
H 1.106 3.548 -2.297 0.10
H 0.624 0.312 -1.926 0.12
H 0.712 1.232 -3.661 0.11
H -1.634 1.114 -1.458 0.10
H -1.499 2.676 -2.547 0.11
H -1.098 0.367 -4.567 0.11
H -2.619 1.480 -4.385 0.11
H -3.282 -0.109 -2.193 0.08
H -2.235 -1.458 -3.051 0.12
H -3.741 -0.781 -5.317 0.12
H -4.888 0.202 -4.108 0.11
H -4.121 -2.957 -3.727 0.13
H -5.614 -2.541 -4.821 0.12
H -6.743 -4.316 -2.932 0.10
H -8.060 -3.788 -0.215 0.08
H -7.173 -0.969 0.663 0.07
H -5.389 -0.038 -1.634 0.10
C -2.158 -2.168 0.443 -0.07
C -2.242 -1.747 1.870 -0.33
O -0.912 -1.406 2.192 0.14
C -0.361 -0.985 1.019 -0.49
O 0.680 -0.355 0.940 0.15
O -1.121 -1.348 -0.058 0.05
F -2.619 -2.780 2.657 0.08
H -1.877 -3.220 0.328 0.15
H -3.092 -1.994 -0.098 0.13
H -2.896 -0.886 2.047 0.16
C 1.800 7.050 -0.547 -0.08
C 2.799 7.878 -1.280 -0.33
O 3.754 6.936 -1.712 0.15
C 3.061 5.774 -1.867 -0.49
O 3.475 4.806 -2.484 0.15
O 1.840 5.826 -1.252 0.06
F 3.408 8.750 -0.445 0.07
H 2.078 6.876 0.498 0.12
H 0.797 7.486 -0.575 0.15
H 2.391 8.413 -2.145 0.17
C -4.734 0.810 5.726 -0.07
C -4.956 -0.631 6.035 -0.32
O -5.616 -1.116 4.888 0.14
C -5.171 -0.334 3.865 -0.49
O -5.299 -0.613 2.684 0.13
O -4.556 0.799 4.323 0.08
F -5.782 -0.775 7.095 0.06
H -5.597 1.436 5.977 0.15
H -3.851 1.213 6.229 0.15
H -4.035 -1.201 6.199 0.18
C 12.345 0.322 0.648 -0.08
C 11.789 0.501 2.019 -0.33
O 10.668 1.331 1.814 0.14
C 10.240 1.044 0.553 -0.49
O 9.144 1.351 0.116 0.14
O 11.186 0.360 -0.160 0.05
F 12.665 1.157 2.813 0.07
H 13.019 1.134 0.355 0.15
H 12.871 -0.630 0.534 0.15
H 11.474 -0.430 2.501 0.18
C -9.527 -4.895 -4.272 -0.09
C -9.082 -5.510 -5.554 -0.33
O -9.777 -6.736 -5.591 0.14
C -10.927 -6.512 -4.894 -0.50
O -11.905 -7.240 -4.935 0.14
O -10.854 -5.367 -4.150 0.08
F -7.756 -5.773 -5.528 0.07
H -8.940 -5.236 -3.412 0.14
H -9.501 -3.802 -4.304 0.15
H -9.328 -4.921 -6.444 0.18
C 2.958 4.743 3.965 -0.07
C 2.540 5.903 3.126 -0.32
O 1.240 6.193 3.590 0.14
C 1.235 5.804 4.896 -0.50
O 0.388 6.141 5.707 0.14
O 2.300 4.997 5.189 0.08
F 2.459 5.552 1.823 0.07
H 2.617 3.784 3.561 0.16
H 4.042 4.700 4.103 0.15
H 3.175 6.788 3.235 0.18
C -7.474 -3.055 7.635 -0.08
C -8.835 -2.814 8.192 -0.33
O -9.352 -4.113 8.373 0.14
C -8.263 -4.899 8.605 -0.50
O -8.318 -6.023 9.074 0.14
O -7.100 -4.270 8.254 0.08
F -9.614 -2.166 7.298 0.08
H -7.478 -3.188 6.548 0.15
H -6.773 -2.255 7.888 0.12
H -8.841 -2.279 9.148 0.18
```